DFT (ωB97M-V/def2-TZVPD) results for a 9-piece molecular cluster, C30H53FO8 overall at a distorted geometry.

```
! RIJCOSX wB97M-V def2-TZVPD def2/J DEFGRID3
* xyz -1 2
F 1.45012 4.62768 3.98730
C 2.02360 3.40509 3.95365
C 1.25621 2.17792 3.86578
C 1.98597 0.95954 3.78989
C 3.37615 1.04078 3.74150
C 4.03002 2.20930 3.73064
C 3.39529 3.36805 3.89601
H 0.18214 2.27618 3.80997
H 1.50558 -0.00738 3.76349
H 3.95941 0.13184 3.74654
H 5.09675 2.25409 3.89339
H 3.96485 4.24686 4.16002
C -3.86189 2.91970 -1.13385
C -4.76540 1.67027 -1.25609
O -5.82011 1.60756 -0.62503
C -4.37830 0.48882 -2.17604
H -4.47185 3.78843 -0.88612
H -3.56892 3.04709 -2.17598
H -2.92552 2.70130 -0.62042
H -3.34688 0.62605 -2.50077
H -5.09922 0.37807 -2.98605
H -4.28515 -0.35777 -1.49579
C -0.67275 -0.14437 -0.95305
C -1.05401 0.13128 0.55477
O -1.76299 1.04398 0.91025
C -0.42461 -0.82438 1.54623
H 0.35705 0.16008 -1.13995
H -1.27709 0.50150 -1.59001
H -0.90319 -1.18113 -1.19823
H -1.05158 -0.91234 2.43351
H 0.56824 -0.44637 1.79009
H -0.29562 -1.84514 1.18637
C 4.61663 0.20737 -2.58831
C 3.66941 0.12692 -1.44752
O 2.89713 -0.80727 -1.28331
C 3.79633 1.07896 -0.27871
H 4.46731 -0.77866 -3.02825
H 5.63126 0.34409 -2.21423
H 4.38679 0.89300 -3.40391
H 4.60063 0.85833 0.42309
H 2.82904 1.05853 0.22332
H 3.95968 2.08389 -0.66797
C 3.95292 -5.10417 0.96238
C 2.88819 -4.11044 1.15065
O 1.73383 -4.35425 1.00017
C 3.34159 -2.74566 1.47560
H 4.93489 -4.63123 0.97507
H 3.92234 -5.62039 0.00285
H 4.02740 -5.83404 1.76851
H 2.50154 -2.06958 1.31640
H 4.16486 -2.52440 0.79635
H 3.64916 -2.70137 2.52037
C -0.09863 3.81373 -0.12548
C 1.20307 4.36977 -0.72981
O 1.83608 3.64494 -1.50605
C 1.69559 5.65444 -0.08630
H 0.23199 3.79593 0.91301
H -0.25336 2.76124 -0.36307
H -0.92409 4.45150 -0.44165
H 0.91839 6.41826 -0.11150
H 2.62304 6.01690 -0.52964
H 2.00811 5.35298 0.91349
C -1.81646 -4.52438 0.13222
C -1.55104 -5.93418 -0.19773
O -1.43513 -6.29501 -1.31636
C -1.40867 -6.83882 0.96975
H -0.84497 -4.05006 0.27118
H -2.23660 -4.44557 1.13490
H -2.30552 -3.96962 -0.66851
H -0.99285 -6.39946 1.87648
H -0.90411 -7.74799 0.64275
H -2.41132 -7.05539 1.33835
C -0.91408 2.57587 -6.19764
C -0.73007 2.66311 -4.70301
O -1.43352 1.95078 -3.90806
C 0.10708 3.75265 -4.12692
H 0.05848 2.60547 -6.68894
H -1.55974 3.40238 -6.49449
H -1.37885 1.62170 -6.44592
H -0.15373 4.01227 -3.10092
H -0.00062 4.61142 -4.78951
H 1.11876 3.35239 -4.06071
C -4.03920 -1.42233 1.81049
C -4.71870 -2.58499 1.08989
O -4.61610 -2.66909 -0.12051
C -5.50656 -3.58543 1.90139
H -4.75882 -0.79429 2.33567
H -3.75907 -0.78519 0.97164
H -3.17117 -1.58804 2.44859
H -6.21799 -4.14642 1.29537
H -6.06039 -3.10202 2.70619
H -4.75646 -4.30166 2.23676
*
```

maximum force: 0.10153 hartree/bohr
E_tot: -51063.824 eV
highest occupied orbital energy (spin up / spin down): 0.01672 / -0.17761 hartree
HOMO-LUMO gap (spin up / spin down): 1.81 / 7.06 eV
⟨S²⟩: 0.758

=====

DFT (ωB97M-V/def2-TZVPD) results for C30H53N5O2PdS3Si4 as an isolated structure.

```
! RIJCOSX wB97M-V def2-TZVPD def2/J DEFGRID3
* xyz -2 1
Pd 1.32678 0.51646 -0.12681
C -4.34009 -1.92610 3.80001
C -3.33601 -2.75994 4.59033
N -2.01674 -2.15391 4.69100
C -1.66096 -1.53237 5.95147
C -2.11474 -0.08281 6.08070
C -1.15168 -2.17656 3.61451
S 0.31341 -1.32774 3.69562
N -1.65611 -2.91207 2.59758
C -1.01519 -3.09294 1.42871
O 0.07940 -2.68957 1.03535
C -1.82439 -3.94528 0.45174
C -3.16853 -4.24201 0.65643
C -3.88149 -4.97096 -0.28480
C -3.25461 -5.42341 -1.43968
C -1.91113 -5.13803 -1.64769
C -1.20513 -4.40014 -0.70842
H -5.30568 -2.43802 3.74330
H -3.97065 -1.76209 2.78823
H -4.48966 -0.94980 4.26395
H -3.24243 -3.74668 4.13476
H -3.70045 -2.89509 5.61291
H -0.57717 -1.57605 6.04527
H -2.10118 -2.13444 6.75461
H -1.64128 0.51820 5.30548
H -1.83027 0.32099 7.05667
H -3.19870 0.00757 5.97782
H -3.63728 -3.87932 1.56149
H -4.93242 -5.18199 -0.12201
H -3.81293 -5.98792 -2.17781
H -1.41705 -5.47695 -2.55102
H -0.16419 -4.14048 -0.85749
S 3.22143 1.28757 0.96825
C 3.13912 -0.33586 0.43662
N 2.95966 -1.43874 1.32089
C 3.25169 -2.73112 0.72070
C 3.38491 -2.54233 -0.78958
S 4.15509 -0.91033 -0.93833
H 2.05729 -1.41418 1.79140
H 2.44977 -3.43044 0.96416
H 4.19831 -3.12397 1.11326
H 2.40077 -2.52343 -1.25987
H 4.00730 -3.30622 -1.25570
C -2.13252 4.74811 -1.98237
Si -1.23604 3.07328 -2.03673
C 0.29569 3.39190 -3.10706
C -2.33351 1.94359 -3.10682
Si -0.63685 2.03346 -0.04068
Si -2.75036 1.47030 0.80457
C -2.74303 1.35257 2.68873
C -3.43077 -0.21464 0.24719
C -4.16249 2.67862 0.38198
Si -0.11734 3.83482 1.34948
C 1.25531 4.86995 0.55393
C 0.55929 3.20730 2.99245
C -1.48789 5.08168 1.79657
H -2.36177 5.08593 -2.99992
H -1.50220 5.50536 -1.50947
H -3.06547 4.69275 -1.41753
H 0.03691 3.85586 -4.06556
H 0.81596 2.44992 -3.29889
H 1.00179 4.04253 -2.58530
H -2.61542 2.42523 -4.05124
H -3.24924 1.64992 -2.58473
H -1.77398 1.03518 -3.34755
H -1.96723 0.65616 3.01943
H -3.71168 0.98998 3.04987
H -2.54688 2.31969 3.15844
H -2.83782 -1.02743 0.67762
H -3.42787 -0.32673 -0.84103
H -4.46182 -0.33585 0.59744
H -3.92480 3.68858 0.72502
H -5.08558 2.35477 0.87611
H -4.35509 2.73034 -0.69347
H 2.08171 4.21447 0.26671
H 1.63565 5.62997 1.24492
H 0.89536 5.37717 -0.34605
H 1.44080 2.58433 2.82611
H -0.17367 2.58568 3.51136
H 0.83136 4.04261 3.64852
H -1.94782 5.52479 0.91027
H -1.07147 5.89055 2.40815
H -2.27781 4.59853 2.37834
N -2.96945 -1.38573 -5.14064
C -1.65132 -1.74101 -5.24497
O -1.18349 -2.21631 -6.26363
C -0.85777 -1.50808 -3.99546
C -1.41959 -1.67767 -2.73639
C -0.68378 -1.31174 -1.62307
N 0.53882 -0.78367 -1.70820
C 1.10362 -0.68362 -2.91698
C 0.44350 -1.03711 -4.08303
H -3.49312 -1.37292 -5.99913
H -3.23017 -0.72761 -4.42323
H -2.41193 -2.08894 -2.60090
H -1.07448 -1.41404 -0.62271
H 2.11372 -0.29016 -2.92365
H 0.90966 -0.91700 -5.05166
*
```

maximum force: 0.00645 hartree/bohr
E_tot: -111018.593 eV
highest occupied orbital energy: -0.03605 hartree
relative energy (zero: lowest compared OMol25 entry of this formula, charge and spin): 2.4 kcal per mole
HOMO-LUMO gap: 5.20 eV

=====

- What is the formula in the second record?
  C30H53N5O2PdS3Si4